(1)
Density functional theory data (ωB97M-V/def2-TZVPD) for an isolated molecule of C3H9O3PS at a distorted geometry.

The geometry in XYZ format:
```
17
Properties=species:S:1:pos:R:3:forces:R:3:lowdin_spin:R:1
C 1.491 -1.786 0.580 3.39 -1.64 -0.03 0.013
C 1.114 2.411 0.418 -0.09 2.18 -3.36 0.020
C -2.670 -0.657 -0.454 -0.87 -1.85 -2.67 0.321
O -0.081 -0.441 -1.825 0.07 -0.84 -1.21 0.056
O 1.369 -0.444 0.355 -0.28 2.74 -0.69 0.050
O 0.583 1.686 -0.682 -1.17 -1.69 0.76 0.046
P 0.156 0.142 -0.522 1.47 1.01 -0.38 0.147
S -1.475 0.021 0.727 0.58 1.28 2.65 1.244
H 1.095 -2.000 1.519 -0.32 -0.55 1.93 0.004
H 2.635 -2.161 0.520 -2.66 1.05 0.06 0.000
H 0.901 -2.292 -0.107 -0.74 -1.45 -1.59 0.003
H 1.512 3.281 -0.097 -0.03 0.51 0.24 0.001
H 1.930 1.964 0.792 2.66 -2.04 1.71 0.001
H 0.441 2.730 1.129 -1.76 0.26 1.47 0.009
H -2.609 -1.731 -0.713 0.57 -0.04 0.38 0.045
H -2.724 -0.216 -1.424 1.10 0.74 -1.16 0.028
H -3.669 -0.506 -0.217 -1.91 0.31 1.90 0.012
```
Forces are in eV/Å.

## Properties
2S+1: 3
Frontier orbital gap (spin up / spin down) (eV): 5.0 / 7.3
HOMO level (spin up / spin down) (eV): -4.372 / -10.837



(2)
Density functional theory data (ωB97M-V/def2-TZVPD) for a 2-piece molecular cluster, C4H6O2 overall at a distorted geometry.

The geometry in XYZ format:
```
12
Properties=species:S:1:pos:R:3:forces:R:3:mulliken_charge:R:1
C 1.679 0.464 -0.629 0.07 0.18 0.09 -1.360
C 0.999 1.352 0.077 -0.22 0.64 0.25 1.011
O 0.416 2.186 0.636 0.55 -0.74 -0.50 -0.333
C -0.821 -0.666 1.106 -0.17 -0.14 -0.11 -0.904
C -1.522 -0.555 -0.023 -0.10 0.05 0.39 0.117
O -1.078 -0.767 -1.284 0.16 -0.01 -0.02 -0.509
H -0.112 -0.644 -1.291 -0.17 -0.07 -0.02 0.377
H 1.921 -0.512 -0.231 -0.05 0.19 0.02 0.410
H 2.160 0.828 -1.526 -0.02 -0.03 0.03 0.284
H 0.200 -1.036 1.130 -0.16 0.08 -0.03 0.338
H -1.271 -0.392 2.053 -0.04 -0.12 -0.13 0.243
H -2.569 -0.256 -0.018 0.16 -0.03 0.03 0.326
```
Forces are in eV/Å.

## Properties
Frontier orbital gap (eV): 9.9
HOMO level (eV): -9.112



(3)
Density functional theory data (ωB97M-V/def2-TZVPD) for C21H35FP2W as an isolated structure at a distorted geometry.

The geometry in XYZ format:
```
60
Properties=species:S:1:pos:R:3:forces:R:3:lowdin_spin:R:1
P -0.239 -1.771 -4.895 -2.39 -2.62 -1.88 0.038
P 0.494 2.096 -4.699 -3.45 2.55 -4.33 0.093
C -0.499 -0.349 -6.077 0.13 0.76 0.38 0.011
C 0.526 0.801 -6.090 0.10 -1.23 -0.06 0.047
H -1.552 0.008 -6.024 0.75 -0.22 0.17 0.000
H -0.424 -0.859 -7.064 0.14 0.06 0.69 0.000
H 1.555 0.407 -6.164 -0.38 0.10 0.16 0.001
H 0.333 1.369 -7.025 0.25 0.09 0.78 0.005
C -0.881 3.026 -5.598 -0.45 0.23 -0.10 0.004
H -1.151 3.945 -5.062 0.20 -0.24 -0.18 0.002
H -1.808 2.441 -5.688 0.30 -0.04 0.14 0.004
H -0.565 3.308 -6.598 0.00 -0.08 -0.11 0.000
C 1.786 3.157 -5.391 1.19 0.29 0.80 0.014
H 1.494 3.516 -6.379 -0.14 -0.20 0.15 0.003
H 2.711 2.590 -5.504 0.14 0.12 0.12 0.000
H 1.982 4.030 -4.762 0.02 -0.12 -0.04 0.000
C -1.584 -2.797 -5.642 0.18 -0.51 -0.39 0.002
H -1.782 -3.718 -5.063 0.19 0.43 -0.27 0.000
H -1.301 -3.081 -6.669 -0.11 -0.06 0.32 0.001
H -2.518 -2.217 -5.693 0.39 -0.16 0.19 0.001
C 1.204 -2.565 -5.674 0.70 0.10 -0.85 0.015
H 2.009 -1.849 -5.856 0.18 -0.15 0.02 0.001
H 0.932 -3.009 -6.636 0.14 0.14 0.06 0.001
H 1.583 -3.371 -5.038 -0.06 0.17 -0.04 0.000
W 2.010 0.181 -1.146 -5.40 0.95 -0.28 1.088
C -0.437 2.741 -3.024 2.09 -2.20 1.05 0.059
C -1.794 2.195 -3.034 1.69 -1.43 1.51 0.498
C -1.897 0.761 -3.369 -0.57 -0.40 -0.28 0.075
C -1.541 -0.429 -2.423 -0.12 0.08 0.45 0.058
C -1.416 -1.739 -3.194 0.61 2.71 1.19 0.107
C 0.031 -2.126 -3.193 2.40 1.89 0.71 0.052
C 1.265 -0.994 -2.746 -0.97 -0.94 -0.50 0.003
C 0.871 2.201 -2.150 0.33 -0.26 0.87 -0.151
C 1.984 -1.497 0.078 -0.44 0.02 0.10 -0.025
H -0.359 3.830 -2.996 0.02 -0.12 -0.30 0.002
H -2.609 2.647 -2.505 -0.24 0.84 -0.17 0.020
H -1.120 0.631 -4.136 -0.54 -0.17 -0.16 0.005
H -2.886 0.488 -3.763 0.24 0.37 -0.27 0.009
H -0.597 -0.165 -1.958 0.20 -0.11 -0.12 0.001
H -2.136 -0.531 -1.526 -1.11 0.01 -0.36 0.002
H -2.146 -2.516 -3.048 -0.13 -0.08 0.24 0.003
H 0.311 -3.162 -3.032 0.28 -0.10 0.21 0.006
H 0.949 -0.055 -3.296 0.42 -0.29 0.24 0.003
H 2.098 -1.409 -3.299 0.59 -0.22 -0.14 0.007
H 1.106 3.063 -1.530 0.02 -0.29 0.74 -0.004
H 1.799 2.122 -2.783 -0.25 -0.01 -0.14 -0.009
H 2.804 -1.248 0.794 -0.10 0.14 -0.19 0.001
H 2.301 -2.375 -0.517 0.02 0.34 0.13 -0.002
H 1.096 -1.770 0.677 0.43 0.22 -0.38 0.003
F -1.264 3.185 3.392 0.67 -0.81 -1.55 -0.001
C -0.759 2.512 2.303 -0.02 0.45 0.96 -0.002
C 0.601 2.519 2.063 0.68 0.09 -0.08 -0.001
C 1.131 1.782 0.984 -0.65 -0.30 0.17 -0.002
C 0.346 0.958 0.151 0.43 1.17 1.05 -0.055
C -1.069 1.085 0.388 0.46 -0.17 -0.36 -0.002
C -1.610 1.845 1.445 0.19 -0.37 -0.56 -0.002
H 1.257 3.114 2.696 -0.15 -0.14 -0.11 0.000
H 2.200 1.912 0.758 0.13 -0.01 0.36 0.005
H -1.810 0.647 -0.275 0.40 -0.07 0.30 0.002
H -2.690 1.941 1.584 0.38 -0.22 -0.10 0.000
```
Forces are in eV/Å.

## Properties
Charge: +2
2S+1: 3
Frontier orbital gap (spin up / spin down) (eV): 4.8 / 3.9
HOMO level (spin up / spin down) (eV): -12.841 / -12.081



(4)
Density functional theory data (ωB97M-V/def2-TZVPD) for an isolated molecule of CH4N2S2 at a distorted geometry.

The geometry in XYZ format:
```
9
Properties=species:S:1:pos:R:3:forces:R:3:mulliken_charge:R:1
C 1.635 0.573 -0.069 1.85 3.50 -1.05 -0.045
N 1.637 -0.650 -0.089 -1.52 -2.96 1.36 -0.488
N -1.719 -0.997 0.476 0.91 0.02 -1.04 -0.547
S 0.318 1.723 0.281 -1.00 -0.97 -0.16 -0.159
S -1.585 0.405 -0.203 0.25 -0.45 -0.16 0.136
H 2.604 1.098 -0.398 -1.43 -0.36 0.40 0.298
H 0.743 -0.975 0.368 0.89 -0.24 -0.92 0.336
H -2.512 -1.142 1.072 -0.30 0.78 0.66 0.238
H -1.122 -0.036 -1.439 0.34 0.69 0.90 0.232
```
Forces are in eV/Å.

## Properties
Frontier orbital gap (eV): 8.6
HOMO level (eV): -9.440



Let's list energy in order: -29519.1572 -8338.2106 -45434.2637 -25749.6069 eV.
Let's list energy relative to the best compared isomer or geometry (same formula, charge and spin) in order: 44.40 51.90 159.07 66.48 kcal per mole.